(1)
Density functional theory data (ωB97M-V/def2-TZVPD) for C6H18FeN2O12 as an isolated structure.

Its energy relative to the best compared isomer or geometry (same formula, charge and spin) is 108.0 kJ/mol. Its spin multiplicity is 5. For the highest occupied orbital energy (spin up / spin down), the calculation gives -8.94 / -8.79 eV. As for the expectation value of S²: 6.0059. As for the gap between HOMO and LUMO (spin up / spin down): 8.60 / 8.45 eV.

Element x y z (Å)
Fe -0.335 -0.263 -0.408
N -1.759 -2.728 -1.646
O -1.706 -3.163 -0.464
O -1.276 -1.552 -1.837
O -2.217 -3.400 -2.553
N -1.013 2.852 -1.584
O -0.026 3.565 -1.353
O -0.896 1.590 -1.416
O -2.104 3.319 -1.914
C -3.117 0.713 2.684
C -2.757 -0.404 1.699
O -2.201 0.152 0.492
O -1.985 0.997 3.481
H -3.876 0.220 3.311
H -3.514 1.575 2.155
H -3.722 -0.761 1.304
H -2.258 -1.252 2.160
H -2.873 0.690 0.062
H -1.724 0.213 3.965
C 3.196 0.491 -3.140
C 2.246 0.743 -2.008
O 1.393 -0.395 -1.745
O 4.229 -0.455 -2.802
H 3.749 1.367 -3.484
H 2.711 0.062 -4.022
H 1.618 1.564 -2.377
H 2.541 1.111 -1.025
H 1.608 -1.066 -2.404
H 4.203 -0.685 -1.871
C 1.219 -1.331 1.890
C 1.420 0.207 1.983
O 0.720 0.895 0.943
O 0.506 -1.729 0.719
H 1.003 -1.751 2.872
H 2.204 -1.754 1.659
H 2.474 0.516 1.966
H 1.231 0.636 2.975
H 0.981 1.824 0.983
H 0.107 -2.614 0.747

Results of the Löwdin charge analysis, in e, for atoms 1 through 4: 0.853, -0.548, -0.057, -0.105


(2)
Density functional theory data (ωB97M-V/def2-TZVPD) for C6H18InO2P2Se4 as an isolated structure.

Its energy relative to the best compared isomer or geometry (same formula, charge and spin) is 45.0 kJ/mol. For the highest occupied orbital energy, the calculation gives -10.75 eV. Its total charge is +1. As for the gap between HOMO and LUMO: 7.18 eV.

Element x y z (Å)
In 1.300 -1.166 -0.229
Se 3.807 -1.451 -0.815
Se 4.485 -1.855 1.337
Se 3.464 -0.074 2.443
Se 1.284 -0.838 2.376
C -2.894 -3.025 -1.091
P -1.806 -2.233 0.078
C -1.069 -3.509 1.095
C -2.781 -1.198 1.157
O -0.749 -1.398 -0.664
H -3.638 -3.630 -0.574
H -2.303 -3.657 -1.754
H -3.394 -2.260 -1.686
H -1.838 -4.160 1.510
H -0.511 -3.049 1.913
H -0.388 -4.108 0.487
H -3.521 -1.792 1.693
H -3.285 -0.436 0.563
H -2.113 -0.713 1.870
C -0.280 2.899 0.191
P 1.173 2.390 -0.718
C 2.598 3.077 0.104
C 1.074 3.085 -2.359
O 1.274 0.882 -0.785
H -0.358 3.985 0.231
H -0.213 2.497 1.203
H -1.162 2.488 -0.300
H 2.555 4.166 0.128
H 3.497 2.754 -0.422
H 2.631 2.687 1.122
H 1.031 4.174 -2.326
H 0.179 2.699 -2.848
H 1.949 2.769 -2.927

Results of the Löwdin charge analysis, in e, for atoms 1 through 4: 0.294, 0.109, 0.017, 0.000


(3)
Density functional theory data (ωB97M-V/def2-TZVPD) for C6H18KO8P2 as an isolated structure.

Its energy relative to the best compared isomer or geometry (same formula, charge and spin) is 63.8 kJ/mol. For the highest occupied orbital energy, the calculation gives -13.40 eV. Its total charge is +1. As for the gap between HOMO and LUMO: 10.33 eV.

Element x y z (Å)
K 0.771 2.862 1.811
C 2.419 0.099 -1.337
O 2.150 -0.878 -0.329
P 1.915 -0.402 1.181
O 0.599 0.171 1.445
O 3.138 0.591 1.471
C 4.535 0.111 1.470
O 2.214 -1.689 2.064
C 1.297 -2.760 2.237
H 3.485 0.040 -1.563
H 2.214 1.122 -1.014
H 1.827 -0.089 -2.229
H 4.599 -0.953 1.675
H 4.889 0.615 2.369
H 5.004 0.498 0.573
H 0.462 -2.645 1.540
H 0.880 -2.723 3.244
H 1.689 -3.765 2.095
C -1.122 -0.365 -2.828
O -1.853 0.818 -2.483
P -1.971 1.393 -1.018
O -0.863 2.195 -0.517
O -2.412 0.077 -0.193
C -2.503 0.033 1.223
O -3.362 2.171 -1.196
C -4.618 1.519 -1.384
H -1.808 -1.109 -3.233
H -0.624 -0.865 -1.998
H -0.446 -0.109 -3.639
H -2.373 -0.989 1.588
H -3.538 0.227 1.513
H -1.730 0.627 1.700
H -5.246 1.982 -0.621
H -4.618 0.440 -1.241
H -5.000 1.750 -2.377

Results of the Löwdin charge analysis, in e, for atoms 1 through 4: 0.918, -0.075, -0.200, 0.364